No. 1
Entry from the OMol25 dataset: C5H6 in the gas phase in a non-equilibrium geometry (ωB97M-V/def2-TZVPD).

Results
LUMO   -0.64 eV
Kohn-Sham gap   7.7829 eV

```
11
Properties=species:S:1:pos:R:3:forces:R:3:nbo_charge:R:1
C 1.35731 -0.34564 0.29525 -1.53 0.20 1.52 -0.41
C -1.70545 -0.62133 0.55857 2.00 -1.26 -0.84 -0.65
C 0.64514 -0.45408 -0.77058 -4.53 0.81 -1.71 -0.14
C -0.93347 -0.31275 -0.78747 -0.89 -0.04 2.31 -0.40
C -2.24894 0.52676 -0.07193 1.91 -0.11 -1.27 0.29
H 2.37406 -0.42443 0.24017 2.49 -0.13 0.33 0.21
H 0.80026 -0.19169 1.21660 0.83 0.05 0.23 0.18
H -2.20246 -1.60334 0.62402 -0.13 0.73 0.72 0.25
H -0.93194 -0.36618 1.32848 -1.11 -0.26 -0.20 0.27
H 0.99792 -0.61789 -1.76264 0.56 -0.08 -0.46 0.21
H -1.47737 -0.77448 -1.59850 0.40 0.10 -0.63 0.21
```
Positions in Å, forces in eV/Å.


No. 2
Entry from the OMol25 dataset: 10 unconnected molecules or ions with the total composition C40H106N8O16 in a non-equilibrium geometry (ωB97M-V/def2-TZVPD).

Results
LUMO   0.07 eV
Structure (SMILES)   COCCNCCOC.COCCNCCOC.COCCNCCOC.COCCNCCOC.COCCNCCOC.COCCNCCOC.NC(N)=O.CO.CO.CO
Kohn-Sham gap   8.5621 eV

```
170
Properties=species:S:1:pos:R:3:forces:R:3:lowdin_charge:R:1
C -12.64196 -2.85697 1.69491 1.00 -0.72 -0.25 -0.13
O -12.50315 -2.89041 3.09101 1.49 -0.06 1.43 -0.20
C -11.24250 -3.42550 3.62734 0.18 0.98 1.28 -0.18
C -10.53691 -2.37214 4.60162 -0.71 -0.20 -2.64 -0.15
N -9.80643 -1.32445 3.77617 -2.16 -2.03 1.11 -0.07
C -8.57595 -0.83411 4.31455 0.20 0.62 -0.92 -0.23
C -8.01099 0.17641 3.31887 0.50 1.27 0.78 -0.21
O -8.57163 1.47670 3.54788 -1.21 -0.90 1.11 -0.21
C -8.09328 2.43484 2.66835 -0.26 -0.48 -0.74 -0.13
H -11.65293 -2.89142 1.23803 0.12 -0.06 -0.23 0.08
H -13.09448 -1.94015 1.31706 -0.39 -0.07 0.43 0.08
H -13.17530 -3.76122 1.40171 -0.30 0.18 -0.44 0.08
H -10.56095 -3.81948 2.87344 -0.13 0.41 -0.37 0.11
H -11.39505 -4.24395 4.33088 -0.92 -0.39 -0.29 0.10
H -9.94092 -2.88315 5.35778 0.33 0.06 -0.27 0.11
H -11.42637 -1.97156 5.08792 0.21 0.44 0.42 0.11
H -10.55639 -0.65746 3.66318 0.65 0.84 -0.23 0.11
H -7.89747 -1.68456 4.38176 0.17 -0.01 -0.01 0.12
H -8.62862 -0.37972 5.30393 -0.05 0.22 0.19 0.12
H -8.15466 -0.09103 2.27200 -0.14 -0.43 0.00 0.12
H -6.95173 0.35625 3.50257 0.46 -0.57 -0.09 0.11
H -8.67711 2.42141 1.74799 -0.11 -0.01 -0.37 0.08
H -7.09072 2.10052 2.40151 0.53 0.99 -0.07 0.08
H -8.22895 3.43045 3.09078 0.56 -0.12 0.17 0.09
C -2.96736 -0.68342 10.53963 0.19 1.35 0.44 -0.12
O -3.73171 -1.73344 11.05135 0.20 0.33 -0.08 -0.19
C -3.11896 -2.70301 11.90965 -0.81 0.71 -0.32 -0.20
C -4.24801 -3.68935 11.99552 0.90 -2.43 0.32 -0.21
N -4.42744 -4.41071 10.72675 0.53 0.26 -0.05 -0.04
C -3.32965 -5.36922 10.49001 -0.75 -0.97 -1.24 -0.20
C -3.33126 -5.94462 9.02884 -1.41 -0.52 1.99 -0.26
O -2.94682 -5.14051 7.99829 0.38 1.53 -1.32 -0.17
C -1.60136 -4.73925 8.05485 0.42 -0.30 1.05 -0.10
H -2.60790 -0.04554 11.34710 0.41 -0.06 0.27 0.08
H -3.58294 0.01205 9.96910 -0.52 -0.42 -0.09 0.09
H -2.12980 -0.89913 9.87625 0.17 -0.79 0.10 0.08
H -2.86823 -2.41664 12.93104 -0.03 0.98 0.06 0.12
H -2.18423 -3.02568 11.45112 -0.07 -0.53 -0.11 0.11
H -5.15354 -3.27417 12.43795 -0.06 0.48 -0.67 0.12
H -4.00942 -4.48028 12.70657 0.31 -0.06 0.34 0.11
H -4.35171 -3.68489 10.02850 -0.24 0.03 -0.49 0.09
H -3.53859 -6.28439 11.04397 -0.07 0.07 0.46 0.11
H -2.31126 -5.08795 10.75809 0.06 0.51 0.19 0.09
H -4.36288 -6.22684 8.81855 -0.17 0.13 -0.01 0.12
H -2.81401 -6.90313 9.07148 0.71 -0.09 -0.16 0.11
H -1.00011 -5.63989 8.17915 0.48 -0.13 -0.66 0.09
H -1.36342 -4.19759 8.97032 -0.29 0.42 0.23 0.07
H -1.29531 -4.08397 7.23935 -0.36 -0.49 -0.26 0.09
C 2.89660 -4.10807 -8.10006 -0.64 0.41 -0.03 -0.12
O 3.99712 -3.30158 -8.41681 -0.54 0.29 0.24 -0.19
C 5.00833 -3.95405 -9.09886 1.47 0.56 1.10 -0.24
C 6.30814 -3.19341 -8.83426 0.13 0.29 -1.28 -0.22
N 7.39357 -4.01234 -9.26129 2.37 -0.97 0.24 -0.08
C 8.71435 -3.35799 -9.34409 -0.77 0.96 -2.64 -0.18
C 9.02899 -3.20897 -10.86452 0.64 -1.88 1.48 -0.18
O 9.06925 -4.58962 -11.39124 -0.65 2.67 1.81 -0.20
C 9.60353 -4.63385 -12.64912 0.67 -1.31 -1.40 -0.16
H 2.66762 -4.90940 -8.80258 0.51 -0.20 -0.24 0.09
H 2.02902 -3.45305 -8.17972 -0.16 -0.04 0.56 0.08
H 3.03241 -4.52236 -7.10105 -0.29 -0.11 0.09 0.09
H 4.74046 -3.96727 -10.15535 0.38 -0.52 -0.23 0.13
H 5.29512 -4.90466 -8.64922 -0.81 -0.72 -0.35 0.13
H 6.52694 -2.98705 -7.78658 -0.78 0.25 0.08 0.13
H 6.30349 -2.28892 -9.44252 -0.20 0.76 0.32 0.11
H 7.31912 -4.44263 -10.17201 -0.79 -0.19 0.07 0.09
H 9.58845 -3.82113 -8.88635 -0.44 -0.32 0.37 0.11
H 8.69802 -2.28819 -9.13590 -0.31 0.06 1.12 0.11
H 10.00314 -2.72072 -10.89166 0.34 -0.22 -0.57 0.11
H 8.31399 -2.56207 -11.37284 -0.31 -0.28 -0.18 0.12
H 8.89014 -5.08015 -13.34194 -0.25 0.36 -0.32 0.08
H 10.40831 -5.36822 -12.61520 0.48 0.14 -0.22 0.09
H 9.98329 -3.68294 -13.02284 -0.07 0.02 -0.02 0.09
C 14.06951 5.98775 0.22382 1.96 2.38 2.18 -0.23
O 13.13448 5.40524 -0.48111 -3.20 -3.44 -2.91 -0.19
C 13.77712 4.50825 -1.47836 -1.59 0.92 1.70 -0.14
C 12.78925 3.66811 -2.28836 -0.40 0.26 0.68 -0.19
N 11.72346 2.93385 -1.56979 1.22 0.94 0.57 -0.04
C 10.74603 2.39945 -2.48296 2.20 -0.50 -1.81 -0.29
C 9.51170 2.08197 -1.85287 -3.04 0.12 1.59 -0.24
O 8.94307 3.41415 -1.74197 -2.08 0.18 0.50 -0.21
C 7.59492 3.58355 -1.19607 0.95 -0.42 0.41 -0.07
H 14.50663 6.79758 -0.36031 1.10 0.00 -0.19 0.09
H 14.77130 5.25737 0.62648 0.64 0.22 0.06 0.09
H 13.66070 6.54605 1.06601 -0.40 -0.27 0.27 0.09
H 14.43310 3.86756 -0.88904 0.38 0.00 -0.24 0.12
H 14.27672 5.26284 -2.08589 0.57 -0.74 -0.58 0.12
H 13.43254 2.91524 -2.74385 -0.23 0.31 -0.97 0.12
H 12.20702 4.36873 -2.88690 0.71 -0.05 -1.17 0.12
H 11.31506 3.70105 -1.05529 -0.70 -0.23 0.50 0.10
H 11.16078 1.57639 -3.06491 0.29 -0.46 0.42 0.13
H 10.36733 3.03152 -3.28618 0.64 0.95 -0.28 0.13
H 9.55079 1.60300 -0.87452 0.34 0.11 0.25 0.13
H 8.90182 1.41716 -2.46457 -0.26 0.16 -0.32 0.12
H 7.09382 2.63083 -1.02480 0.11 -0.14 -0.10 0.08
H 6.92045 4.21516 -1.77422 0.48 -0.13 -0.77 0.08
H 7.64761 4.10592 -0.24084 0.31 -0.17 0.23 0.08
C 4.87936 12.95019 5.47773 -0.51 -0.40 0.62 -0.10
O 4.83376 12.01476 6.59330 0.06 0.05 -1.04 -0.21
C 3.52381 11.84735 7.15358 0.18 1.99 -0.11 -0.22
C 2.44286 11.29836 6.20003 1.79 -1.49 0.37 -0.18
N 2.75551 9.85727 5.94926 -1.69 -0.19 1.13 -0.07
C 2.18053 8.95833 7.03117 -0.37 0.55 -1.93 -0.17
C 1.21344 7.85667 6.39897 0.99 -0.52 2.29 -0.22
O 1.81180 6.57423 6.28029 1.61 1.25 -1.31 -0.21
C 2.89179 6.75619 5.29719 -1.25 -2.84 0.53 -0.09
H 4.03162 13.62950 5.38850 -0.77 -0.44 0.33 0.08
H 4.92010 12.35998 4.56226 0.40 0.33 -0.13 0.09
H 5.65316 13.70923 5.59262 0.77 -0.76 0.06 0.08
H 3.36876 12.86392 7.51504 -1.15 0.24 0.06 0.11
H 3.61512 11.28122 8.08054 0.11 -0.55 -0.33 0.12
H 2.43782 11.77644 5.22048 -0.07 0.42 0.24 0.10
H 1.46296 11.34981 6.67464 0.03 0.17 -0.20 0.11
H 3.73925 9.70351 5.77984 0.07 0.12 0.25 0.09
H 1.57518 9.54285 7.72397 -0.34 0.41 -0.38 0.09
H 2.92703 8.61047 7.74519 0.25 -0.87 -0.48 0.11
H 0.80530 8.06288 5.40953 -0.17 0.95 0.29 0.11
H 0.47641 7.67683 7.18163 -0.62 0.25 -0.36 0.11
H 2.97564 5.73824 4.91662 0.51 -0.14 -0.09 0.08
H 3.84182 6.98634 5.77945 -0.15 0.70 -0.23 0.09
H 2.55202 7.30267 4.41741 0.32 0.77 0.41 0.09
C -6.11776 -4.13995 -9.90763 1.10 -0.37 0.73 -0.13
O -7.12428 -3.49137 -9.21051 -0.88 -0.04 -0.36 -0.19
C -7.70317 -4.24073 -8.16702 -0.20 0.99 0.85 -0.21
C -8.56031 -3.19542 -7.41474 0.48 -1.04 0.19 -0.21
N -7.66353 -2.32460 -6.68909 0.13 0.14 -0.13 -0.07
C -8.32840 -1.27904 -5.95287 0.89 0.07 1.17 -0.21
C -7.26984 -0.43650 -5.21587 -0.40 -1.21 0.67 -0.27
O -6.66848 0.40937 -6.11966 1.75 1.26 0.35 -0.17
C -5.50404 1.11747 -5.61668 -0.34 1.09 -2.02 -0.09
H -5.46748 -3.34148 -10.26494 0.02 -0.39 -0.56 0.09
H -6.40314 -4.89691 -10.63816 -0.57 0.47 -0.59 0.09
H -5.54719 -4.75353 -9.21043 0.50 0.08 0.34 0.08
H -6.90764 -4.55987 -7.49368 0.17 -0.11 0.23 0.11
H -8.21153 -5.15226 -8.48131 -0.42 0.14 -0.38 0.12
H -9.19208 -3.63690 -6.64398 -0.12 -0.44 -0.11 0.12
H -9.23486 -2.71835 -8.12572 -0.01 0.34 -0.26 0.12
H -6.93546 -1.93131 -7.26817 -0.10 0.01 -0.33 0.11
H -8.92036 -1.74782 -5.16679 -0.32 -0.09 -0.01 0.11
H -8.98803 -0.65950 -6.56046 -0.07 0.32 -0.09 0.12
H -6.51552 -1.07795 -4.76019 0.17 -0.71 -0.29 0.12
H -7.64792 0.03824 -4.31046 -0.66 0.78 -0.19 0.11
H -5.66229 1.84266 -4.81846 -0.58 -0.42 0.39 0.08
H -5.26130 1.73556 -6.48106 -0.02 0.30 -0.03 0.08
H -4.54039 0.62905 -5.47203 -0.49 -1.19 0.42 0.08
N -6.12215 -4.87023 0.53042 -1.19 4.29 -0.47 0.17
C -5.58548 -6.04670 0.40682 1.11 3.06 -3.48 -0.89
N -5.84743 -6.75148 1.39227 -1.12 -6.86 6.85 0.16
O -4.94273 -6.41910 -0.52236 1.57 -1.00 -3.24 0.07
H -6.05575 -4.24922 -0.26332 -0.11 0.24 0.59 0.12
H -6.59147 -4.66645 1.40124 -0.19 0.54 -0.75 0.11
H -5.55860 -7.70280 1.21434 0.12 -0.08 0.79 0.13
H -5.84593 -6.41716 2.34533 -0.19 -0.18 -0.28 0.13
C 2.41300 2.02103 -6.79166 -0.99 0.94 0.98 -0.16
O 1.36875 1.57093 -7.66105 1.11 -0.72 -0.03 -0.12
H 3.19064 1.33017 -6.46595 0.07 -0.42 -0.86 0.07
H 2.84159 2.93946 -7.19279 0.08 -0.17 0.00 0.08
H 1.89749 2.24054 -5.85669 0.22 0.54 0.30 0.07
H 1.41570 0.61791 -7.55549 -0.48 -0.19 -0.39 0.07
C -0.63251 0.44199 0.63994 -0.22 -0.57 0.65 -0.19
O -0.19017 0.35412 -0.66839 0.87 -0.06 -1.33 -0.12
H 0.07337 -0.02918 1.32391 0.24 0.23 0.30 0.07
H -0.74586 1.49707 0.88906 -0.40 -0.25 0.13 0.08
H -1.52311 -0.18549 0.67432 -0.65 0.61 0.73 0.08
H -0.03782 -0.58406 -0.80337 0.16 0.03 -0.48 0.08
C 1.64798 -6.81534 0.08332 0.36 -0.21 0.79 -0.17
O 0.91125 -5.60941 0.27637 0.64 0.07 -0.58 -0.12
H 2.71959 -6.61600 0.08713 -0.07 0.67 0.19 0.07
H 1.48984 -7.46348 0.94529 -0.14 -0.34 -0.10 0.07
H 1.54542 -7.38593 -0.83971 -0.88 0.26 -0.21 0.07
H -0.03989 -5.73440 0.24011 0.07 -0.45 -0.10 0.07
```
Positions in Å, forces in eV/Å.


No. 3
Entry from the OMol25 dataset: 2 unconnected molecules or ions with the total composition C28H25Cl2N4O2P in a non-equilibrium geometry (ωB97M-V/def2-TZVPD).

Results
LUMO   -3.11 eV
Structure (SMILES)   Cc1cc(C)c(N2C=CN(c3c(C)cc(C)cc3C)P2)c(C)c1.N#CC1=C(C#N)C(=O)C(Cl)=C(Cl)C1=O
Kohn-Sham gap   3.8744 eV

```
62
Properties=species:S:1:pos:R:3:forces:R:3:nbo_charge:R:1
C -8.34346 1.48473 5.57534 -0.11 0.08 0.00 -0.63
C -7.10815 0.63246 5.69833 0.48 -0.23 -0.06 0.01
C -6.54308 0.04843 4.55766 0.08 -0.03 0.31 -0.22
C -5.38525 -0.73938 4.62666 -0.06 0.26 0.32 -0.01
C -4.85288 -1.38950 3.38621 0.00 -0.11 -0.48 -0.65
C -4.76118 -0.92140 5.87492 -0.49 -0.24 -0.20 0.17
N -3.59250 -1.76545 6.00969 0.48 1.31 -0.43 -0.74
C -3.72239 -3.13631 6.14448 0.68 -1.34 -0.10 -0.08
C -2.58611 -3.81318 5.85127 -1.46 -0.13 0.34 -0.09
N -1.53677 -2.99366 5.47760 0.76 0.93 -0.73 -0.75
C -0.40564 -3.51358 4.74089 -0.04 -0.59 -0.28 0.18
C 0.65426 -4.10453 5.44844 -0.01 0.24 -0.46 0.00
C 0.58905 -4.18859 6.93371 0.32 0.07 0.46 -0.63
C 1.74882 -4.62638 4.74794 -0.35 0.04 -0.20 -0.22
C 1.76345 -4.66710 3.34880 -0.42 0.30 0.30 0.01
C 2.94092 -5.25127 2.61736 0.11 -0.07 -0.11 -0.63
C 0.64668 -4.16795 2.66180 0.25 -0.05 0.27 -0.23
C -0.44084 -3.60074 3.33662 0.20 -0.02 0.37 -0.01
C -1.65593 -3.15322 2.58222 -0.14 0.12 -0.49 -0.64
P -1.95570 -1.30941 5.61567 -0.28 -0.78 0.86 1.03
C -5.36328 -0.41705 7.03627 0.13 0.15 -0.35 -0.01
C -4.76375 -0.75092 8.36012 0.05 0.18 0.49 -0.62
C -6.50081 0.38973 6.93677 -0.04 -0.12 -0.31 -0.22
H -8.66906 1.83898 6.55850 0.01 -0.03 -0.19 0.22
H -8.16113 2.35798 4.93424 -0.01 -0.18 0.18 0.22
H -9.16841 0.92033 5.12021 0.17 0.10 0.13 0.22
H -7.03413 0.20771 3.59176 0.22 -0.12 0.26 0.21
H -4.19514 -2.23588 3.60942 -0.13 0.23 -0.02 0.22
H -5.68727 -1.76261 2.77624 0.20 0.07 0.14 0.22
H -4.30330 -0.67372 2.75701 -0.03 -0.16 0.20 0.22
H -4.68067 -3.55698 6.41565 0.13 0.01 0.05 0.23
H -2.45871 -4.88604 5.82590 -0.02 0.07 0.09 0.23
H 1.52416 -4.61699 7.30580 -0.18 0.03 0.12 0.22
H 0.47975 -3.19929 7.39111 -0.13 -0.35 -0.17 0.22
H -0.24496 -4.81336 7.28550 0.19 0.21 -0.12 0.23
H 2.59701 -5.02996 5.30840 -0.29 0.06 -0.14 0.21
H 2.76243 -5.24219 1.53750 0.11 -0.03 0.16 0.21
H 3.85974 -4.68489 2.82117 -0.22 -0.08 -0.06 0.22
H 3.12891 -6.28738 2.92885 -0.08 0.21 -0.08 0.22
H 0.62704 -4.23565 1.57074 -0.06 0.05 0.31 0.21
H -1.49329 -3.30567 1.50907 -0.06 0.07 0.17 0.22
H -2.54717 -3.73873 2.85596 0.26 0.24 0.08 0.23
H -1.87123 -2.08568 2.73305 -0.01 -0.29 0.05 0.23
H -1.39665 -1.11597 7.02512 -0.26 0.01 -0.79 -0.16
H -5.29322 -0.19816 9.14236 0.16 -0.16 0.00 0.22
H -4.80543 -1.82606 8.58982 0.01 0.30 -0.13 0.23
H -3.71028 -0.45146 8.39589 -0.36 -0.19 -0.03 0.21
H -6.92448 0.82796 7.84532 0.11 -0.20 -0.27 0.21
N -2.27987 -2.51786 9.46884 1.83 2.09 -0.14 -0.22
C -1.51240 -1.64462 9.32152 -2.25 -2.40 -0.13 0.25
C -0.53458 -0.63274 9.10953 -0.40 1.57 1.68 -0.15
C -0.78783 0.69470 9.37527 0.11 -1.17 -0.65 -0.14
C -2.08511 1.25688 9.49366 -2.85 1.23 0.22 0.25
N -3.12849 1.78519 9.57245 2.45 -1.26 -0.12 -0.21
C 0.28613 1.70529 9.48296 -0.12 1.62 -0.09 0.49
O 0.00735 2.89978 9.55217 0.68 -1.94 -0.01 -0.44
C 1.68364 1.18791 9.47913 0.29 -0.77 -0.32 -0.11
Cl 2.89811 2.36586 9.64757 0.02 -0.09 -0.01 0.12
C 1.94923 -0.13540 9.28911 -0.07 1.16 0.24 -0.14
Cl 3.53099 -0.75601 9.20462 -0.06 0.05 0.02 0.12
C 0.85412 -1.13108 9.22239 0.77 -2.25 -0.07 0.55
O 1.06587 -2.34233 9.31871 -0.24 2.34 -0.07 -0.46
```
Positions in Å, forces in eV/Å.


No. 4
Entry from the OMol25 dataset: C6H10O3 in the gas phase in a non-equilibrium geometry (ωB97M-V/def2-TZVPD).

Results
LUMO   0.50 eV
Structure (SMILES)   OC[C@]12C[C@@H]1OC[C@@H]2O
Kohn-Sham gap   9.8657 eV

```
19
Properties=species:S:1:pos:R:3:forces:R:3:nbo_charge:R:1
O 0.73168 -1.50470 -1.52530 2.12 -2.02 -5.34 -0.78
C 0.06897 -1.38411 -0.34705 -0.01 -0.36 2.17 -0.05
C 0.49141 0.04718 0.23342 0.94 -1.17 3.03 -0.16
C 1.41789 -0.02018 1.63437 -0.94 1.58 -2.17 -0.39
C -0.21188 0.18816 1.56612 1.12 3.41 -1.60 0.11
O -1.59630 -0.16908 1.24190 0.92 0.51 -1.73 -0.54
C -1.67194 0.45231 -0.24195 1.75 2.92 1.35 -0.12
C -0.11878 1.16801 -0.44046 -1.43 -1.64 -3.74 0.09
O 0.26855 1.43280 -1.88734 -5.27 4.75 4.40 -0.72
H 0.75930 -2.33659 -2.21805 -0.86 2.78 3.58 0.51
H -1.05446 -1.61219 -0.46273 2.06 0.40 0.59 0.19
H 0.52591 -2.00956 0.43365 -0.53 -0.65 -0.14 0.16
H 1.72449 1.07517 2.03468 -0.15 -3.18 -0.95 0.24
H 2.20580 -0.81747 1.51153 -1.31 0.57 0.91 0.25
H -0.07112 1.41657 1.79354 -1.57 -3.43 0.16 0.15
H -2.32840 1.28953 -0.13929 -0.81 0.21 0.27 0.20
H -1.90254 -0.07532 -1.17452 -0.11 -0.69 0.95 0.21
H -0.04904 2.06184 0.11540 0.01 1.17 -0.04 0.19
H 0.81045 0.79760 -2.12791 4.08 -5.15 -1.72 0.47
```
Positions in Å, forces in eV/Å.